The following is a DFT calculation (the ωB97M-V functional and the def2-TZVPD basis) of a molecular structure, C38H39KN5O8S at a distorted geometry.

## Properties
Orbital gap (eV): 6.36
ΔE to the lowest compared entry with this formula, charge and spin (kcal per mole): 18.23
Charge: -1
Highest occupied orbital energy (Eh): -0.1760
Spin multiplicity: 1

```
92
C38H39KN5O8S (the ωB97M-V functional and the def2-TZVPD basis)
K -0.45 -1.36 1.16
S -0.10 -1.24 -2.16
O 3.56 -2.38 0.41
O 0.70 -2.39 -2.58
O -2.34 -3.41 0.69
O -2.62 -5.55 0.11
O 1.67 -1.23 0.18
O 0.14 1.75 0.39
O 1.97 -6.94 -1.43
O 0.42 -0.71 3.32
N 0.29 -3.55 0.23
N -2.33 0.21 0.19
N 2.76 2.85 -0.34
N 4.03 -0.30 1.88
N -1.95 0.40 3.31
C -4.39 -2.67 -2.90
C 2.20 -4.68 -0.63
C 0.58 3.26 -1.37
C 0.09 -0.06 -3.60
C -1.96 -4.53 0.31
C 1.43 -5.80 -0.89
C 0.05 1.59 3.74
C 0.61 2.78 4.15
C 0.08 -5.78 -0.58
C -3.40 -3.53 -2.45
C -1.99 2.77 -2.32
C 2.82 1.95 3.77
C -3.55 -0.88 2.06
C 4.63 0.88 1.31
C 1.57 -3.57 -0.09
C 2.99 -0.31 2.68
C 2.32 -2.29 0.18
C 2.30 0.72 3.34
C -1.20 3.75 -2.96
C -2.11 -3.06 -2.31
C -2.79 -0.89 -3.06
C 1.85 3.62 -0.93
C 2.00 2.95 4.25
C -3.44 -0.59 0.56
C -1.81 -1.74 -2.58
C 0.04 4.01 -2.45
C -1.57 2.04 -1.23
C -1.37 1.50 3.51
C 2.80 1.42 -0.36
C -1.75 4.44 -4.17
C -3.32 0.33 2.97
C -0.23 2.25 -0.67
C 0.87 0.42 3.48
C -4.08 -1.37 -3.23
C 2.54 4.20 4.88
C -2.53 1.13 -0.65
C 4.24 0.95 -0.18
C -0.44 -4.63 -0.01
H 3.56 3.31 0.08
H -0.37 0.89 -3.34
H 4.28 1.77 1.83
H -3.30 -1.57 0.10
H -1.91 2.46 3.46
H 2.92 -6.81 -1.56
H -2.82 -1.63 2.33
H -0.03 3.61 4.41
H 2.05 5.09 4.46
H -3.56 1.31 -1.03
H 0.67 4.76 -2.92
H -4.85 -0.72 -3.63
H -2.57 0.14 -3.31
H 2.39 1.08 -1.32
H -3.69 1.26 2.50
H -4.39 -0.16 0.18
H 2.34 4.19 5.95
H 4.02 -1.17 1.23
H 4.35 -0.05 -0.61
H 3.61 4.29 4.73
H -5.41 -3.03 -3.00
H 5.71 0.80 1.42
H 2.53 -1.28 2.79
H -1.32 -3.71 -1.99
H 2.14 0.98 0.40
H -0.56 -6.62 -0.78
H -2.73 4.87 -3.95
H 2.19 4.64 -1.13
H -0.34 -0.48 -4.49
H -3.87 0.18 3.90
H 4.92 1.62 -0.71
H -4.55 -1.29 2.23
H -3.62 -4.55 -2.18
H -2.98 2.60 -2.72
H 3.89 2.09 3.82
H 3.26 -4.63 -0.85
H 1.16 0.08 -3.73
H -1.08 5.22 -4.52
H -1.88 3.72 -4.97
```

List of Mulliken charges in e, atom by atom: 1.15 1.82 -0.98 -0.79 -0.34 -0.84 0.58 -0.15 -0.59 -0.97 0.34 1.36 0.21 -0.16 0.00 -0.71 -0.65 0.40 -1.46 0.16 1.05 0.67 -0.50 -0.72 -0.36 -0.26 -0.41 -0.61 -0.71 -0.72 -0.87 0.03 0.33 0.44 -1.18 -0.12 -0.95 0.74 -0.67 -0.31 -0.83 1.43 -0.82 0.69 -1.78 -0.96 0.10 0.10 -0.69 -1.65 -1.78 -1.35 -0.29 0.39 0.26 0.30 -0.26 0.20 0.30 0.17 0.36 0.36 0.01 0.39 0.43 0.42 0.01 0.37 0.48 0.32 0.43 0.37 0.36 0.36 0.34 0.56 0.74 -0.48 0.58 0.36 0.46 0.51 0.41 0.59 0.54 0.42 0.36 0.61 0.39 0.48 0.38 0.32

The following is a DFT calculation (the ωB97M-V functional and the def2-TZVPD basis) of 4 unconnected molecules or ions with the total composition CH10NO4 at a distorted geometry.

## Properties
Orbital gap (eV): 7.74
ΔE to the lowest compared entry with this formula, charge and spin (kcal per mole): 14.52
Charge: -1
Highest occupied orbital energy (Eh): -0.1418
Spin multiplicity: 1

```
16
CH10NO4 (the ωB97M-V functional and the def2-TZVPD basis)
O -2.81 1.20 -2.14
O 2.14 2.28 0.43
O -1.23 0.74 0.52
O 1.04 -0.13 -0.23
N 0.80 -1.95 1.29
C 0.82 -1.46 -0.10
H 1.41 2.87 0.61
H 1.46 -1.46 1.87
H 1.57 -2.04 -0.66
H 1.76 1.53 -0.08
H -3.11 0.47 -2.70
H -0.22 0.60 0.27
H -2.11 0.80 -1.60
H -1.21 0.32 1.38
H -0.16 -1.78 -0.51
H -0.14 -1.99 1.66
```

List of Mulliken charges in e, atom by atom: -0.67 -0.68 -0.73 -0.92 -0.62 -0.48 0.27 0.25 0.24 0.46 0.29 0.50 0.35 0.23 0.27 0.22

The following is a DFT calculation (the ωB97M-V functional and the def2-TZVPD basis) of a single C4H8N2S molecule at a distorted geometry.

## Properties
Orbital gap (eV): 8.16
ΔE to the lowest compared entry with this formula, charge and spin (kcal per mole): 83.04
Structure (SMILES): C/N=C/NC(C)=S
Highest occupied orbital energy (Eh): -0.2792
Spin multiplicity: 1

```
15
C4H8N2S (the ωB97M-V functional and the def2-TZVPD basis)
S -1.46 0.22 -0.78
N 0.70 0.76 0.64
N 0.84 -1.45 -0.34
C -1.00 2.44 1.03
C 1.36 -0.49 0.23
C -0.53 1.13 0.19
C 1.43 -2.75 -0.44
H 0.10 2.85 1.36
H -1.25 3.22 0.32
H 1.04 1.19 1.47
H 1.62 -3.18 -1.44
H 2.17 -0.59 1.13
H -1.64 2.08 1.93
H 0.52 -3.50 -0.30
H 2.41 -2.78 -0.07
```

List of Mulliken charges in e, atom by atom: -0.31 -0.18 -0.20 -0.81 -0.15 0.37 -0.86 0.18 0.33 0.28 0.28 0.18 0.26 0.28 0.36

The following is a DFT calculation (the ωB97M-V functional and the def2-TZVPD basis) of a single C5H6N2O2 molecule at a distorted geometry.

## Properties
Orbital gap (eV): 8.90
ΔE to the lowest compared entry with this formula, charge and spin (kcal per mole): 52.73
Structure (SMILES): [H]/N=C(\CO)CC(=O)C#N
Highest occupied orbital energy (Eh): -0.3651
Spin multiplicity: 1

```
15
C5H6N2O2 (the ωB97M-V functional and the def2-TZVPD basis)
O 1.97 1.07 0.09
O 0.82 -1.62 -0.92
N 0.29 0.02 2.25
N -1.75 -0.72 -3.01
C -0.28 -1.10 -0.90
C 0.58 1.27 0.07
C -1.07 -0.86 -2.10
C -1.04 -0.74 0.38
C -0.13 0.19 1.10
H 2.16 0.18 -0.25
H 0.17 1.35 -0.95
H 0.40 2.24 0.53
H -1.98 -0.25 0.14
H 1.04 0.63 2.58
H -1.20 -1.64 0.98
```

List of Mulliken charges in e, atom by atom: -0.49 -0.52 -0.66 -0.34 0.52 -0.64 0.09 -0.40 0.46 0.37 0.33 0.38 0.34 0.27 0.30